Formula: C44H117N9O2
Source: OMol25
Level of theory: ωB97M-V/def2-TZVPD

Geometry as XYZ:
```
172
Properties=species:S:1:pos:R:3:forces:R:3
N 3.0604 -2.4071 0.3780 0.770 -0.129 -0.200
H 2.5513 -1.5599 0.1704 -0.469 2.336 -0.822
H 3.0071 -3.0665 -0.3852 0.568 -0.490 -0.905
H 2.3761 -2.6774 1.0700 -1.650 -1.047 2.751
H 3.9779 -2.2567 0.7724 -0.045 -0.007 -0.065
N 1.0300 2.5808 0.3359 0.096 0.163 1.049
H 1.2963 2.9762 -0.5546 0.227 0.336 -1.200
H 0.0609 2.7584 0.5580 -1.032 0.896 -0.113
H 1.5856 2.9472 1.0957 0.412 0.318 0.692
H 1.1051 1.5737 0.3254 0.855 -2.519 -0.352
O 1.3792 -0.1324 0.1385 -0.007 -0.388 1.010
C 0.2006 -0.7698 0.6208 0.637 -0.552 -0.341
C 0.1927 -1.6150 1.9998 1.425 -0.175 -0.320
O 1.0713 -2.6906 2.2449 -0.034 1.129 -1.584
H -0.1742 -1.3368 -0.2314 -0.235 -1.091 -0.149
H -0.5989 -0.0312 0.6798 -0.521 0.530 0.713
H -0.8158 -1.9384 2.2571 -0.958 -0.102 -0.638
H 0.3252 -0.8288 2.7431 0.468 0.690 0.558
C 4.3484 2.7195 1.6693 -0.330 -0.465 0.593
C 3.7101 3.4883 2.8219 -0.187 0.310 -0.018
N 2.2735 3.2221 2.9548 -1.204 0.631 0.543
C 1.5512 4.0799 3.9278 0.577 1.799 -0.251
C 1.5991 5.6115 3.6113 -0.277 -1.082 -0.758
C 1.9208 1.8359 3.2579 0.756 -1.237 -0.131
C 2.4756 1.2373 4.5580 0.258 0.250 -0.290
H 4.2398 1.6395 1.7683 0.072 -0.047 0.106
H 5.4144 2.9450 1.6366 -0.085 0.105 -0.300
H 3.8198 2.9845 0.7537 0.352 0.155 -0.203
H 4.2217 3.3835 3.7786 0.287 -0.452 0.169
H 3.8787 4.5330 2.5607 -0.443 0.220 0.089
H 1.8916 3.9739 4.9579 0.302 -0.377 0.162
H 0.4840 3.8592 3.9480 0.059 -0.558 -0.259
H 2.6068 6.0177 3.5232 -0.107 0.053 0.304
H 0.9695 6.1817 4.2943 0.338 -0.073 0.319
H 1.1115 5.7308 2.6438 0.146 0.168 -0.299
H 0.8491 1.6515 3.1841 -0.231 0.534 0.145
H 2.2958 1.1896 2.4643 0.059 0.008 -0.235
H 3.5629 1.1989 4.4911 0.142 0.015 0.062
H 2.2352 1.8135 5.4515 -0.216 -0.144 0.044
H 2.1468 0.2020 4.6480 -0.185 0.081 0.105
C -4.6458 -5.4354 -1.4232 0.468 -1.108 0.309
C -3.6735 -5.5906 -0.2428 0.131 1.707 -0.249
N -3.5507 -4.3003 0.4628 -0.159 -0.692 1.210
C -2.9802 -3.2027 -0.3290 0.251 -0.852 0.490
C -3.5251 -1.8658 0.1275 0.342 0.085 -0.377
C -2.8265 -4.4823 1.7483 0.436 0.338 0.004
C -3.4987 -5.3842 2.7676 -0.802 -0.272 -0.160
H -4.7832 -6.4495 -1.7982 -0.424 -0.020 -0.240
H -4.2142 -4.8754 -2.2528 -0.050 0.139 0.167
H -5.6004 -5.0024 -1.1245 0.092 -0.041 0.032
H -3.9405 -6.3682 0.4728 -0.458 0.179 -0.166
H -2.6909 -5.8813 -0.6143 0.392 -0.259 -0.331
H -1.9058 -3.1878 -0.1458 0.463 0.043 -0.193
H -3.0962 -3.4129 -1.3922 -0.321 0.184 0.059
H -2.9363 -1.5870 1.0015 -0.428 0.261 0.265
H -3.3271 -1.1136 -0.6360 -0.030 0.135 -0.055
H -4.5968 -1.9108 0.3212 0.093 0.023 0.133
H -2.5911 -3.5342 2.2320 -0.572 0.429 -0.238
H -1.8088 -4.8415 1.5959 0.361 -0.422 -0.440
H -3.4298 -6.4367 2.4927 0.115 -0.063 0.071
H -4.5646 -5.1659 2.8337 -0.148 0.133 -0.095
H -3.1245 -5.2859 3.7866 0.398 0.157 -0.169
C -0.9046 5.7971 0.2639 0.891 0.786 -0.716
C -1.5399 4.8392 1.2411 0.807 0.212 0.083
N -1.5185 3.4445 0.7682 -1.398 0.844 -0.540
C -2.3883 3.2886 -0.4544 0.406 -0.281 0.693
C -2.2602 1.8947 -1.0456 0.209 -0.322 -0.489
C -1.9144 2.5565 1.8595 -1.465 -0.609 0.457
C -3.4056 2.6052 2.2848 0.365 -0.057 -0.461
H -1.4174 5.9765 -0.6811 -0.207 -0.302 0.041
H 0.1216 5.5110 0.0336 -0.015 -0.653 -0.232
H -0.6820 6.7989 0.6312 -0.670 0.106 0.664
H -0.8989 4.8839 2.1216 -0.045 -0.202 0.264
H -2.5106 5.2066 1.5741 -0.382 -0.175 -0.185
H -3.4146 3.5733 -0.2227 -0.298 -0.282 0.180
H -2.1190 4.0110 -1.2249 0.534 0.004 0.194
H -1.2202 1.6484 -1.2597 0.268 0.171 0.169
H -2.6200 1.0432 -0.4679 -0.237 0.323 0.324
H -2.7406 1.8312 -2.0220 -0.288 0.158 -0.006
H -1.3402 2.7724 2.7605 0.406 0.123 -0.178
H -1.7375 1.5128 1.6000 0.417 0.036 -0.188
H -3.5927 1.8268 3.0245 0.090 0.227 0.255
H -4.0543 2.3450 1.4484 -0.037 0.119 -0.080
H -3.6859 3.5907 2.6567 -0.127 -0.123 0.155
C 0.7404 4.4729 -4.2286 0.179 0.390 0.055
C 0.5378 4.0611 -2.7843 0.247 -0.802 -0.354
N 1.7446 3.4051 -2.2046 -0.819 -0.701 -0.142
C 1.9920 2.0861 -2.8861 1.875 0.778 0.251
C 3.1369 1.3622 -2.1631 -0.077 -0.405 0.234
C 2.9505 4.2760 -2.1258 -0.114 -0.144 -0.802
C 2.8072 5.4272 -1.1675 -0.784 0.290 0.725
H 1.5282 5.2224 -4.1531 -0.239 0.329 -1.061
H -0.1840 4.7814 -4.7168 0.015 0.786 0.349
H 1.0273 3.6581 -4.8933 0.493 -0.181 0.388
H 0.2298 4.8729 -2.1252 0.084 0.185 -0.261
H -0.3022 3.3687 -2.8402 0.113 -0.500 0.787
H 1.1683 1.3852 -3.0220 -0.596 0.737 0.673
H 2.3292 2.3192 -3.8961 0.088 -0.173 -0.332
H 4.1192 1.6360 -2.5479 -0.017 -0.025 -0.024
H 3.1206 1.5383 -1.0875 -0.077 0.224 0.016
H 3.0225 0.2787 -2.1957 -0.031 -0.023 -0.363
H 3.2161 4.6396 -3.1185 0.050 0.154 -0.295
H 3.8498 3.7501 -1.8052 -0.411 -0.624 0.042
H 2.4958 5.0311 -0.2010 0.140 -0.036 0.279
H 2.0280 6.1488 -1.4131 0.013 0.046 -0.360
H 3.7288 5.9861 -1.0053 0.084 -0.161 -0.215
C -0.6336 -2.5421 -7.3748 -0.161 -0.967 0.781
C -1.1968 -1.1709 -7.1101 0.151 0.571 0.469
N -0.6612 -0.5205 -5.8695 -0.441 0.562 0.277
C -0.9144 0.9584 -5.8701 -0.158 -1.070 0.137
C -0.1588 1.6429 -6.9531 1.007 0.099 -0.803
C -1.1977 -1.1540 -4.6267 0.655 -0.571 -0.095
C -0.6039 -0.6437 -3.2860 -0.726 0.225 -0.448
H -1.2532 -3.1423 -8.0411 -0.024 0.363 -0.414
H -0.6832 -3.1302 -6.4584 0.348 -0.057 0.135
H 0.3953 -2.5445 -7.7345 -0.055 0.152 0.051
H -0.9769 -0.5930 -8.0077 0.091 0.458 0.354
H -2.2846 -1.1978 -7.0456 -0.384 -0.183 0.032
H -0.5931 1.3914 -4.9228 0.127 -0.302 0.147
H -1.9668 1.2280 -5.9584 -0.559 -0.295 0.019
H -0.4398 1.3801 -7.9729 -0.418 0.061 0.090
H 0.8773 1.3102 -6.8912 0.260 0.292 0.125
H -0.2135 2.7277 -6.8619 0.038 0.009 0.018
H -2.2868 -1.1882 -4.5961 -0.530 0.844 0.054
H -1.0322 -2.2303 -4.6742 0.661 -0.051 -0.173
H -0.9940 0.3467 -3.0512 0.278 0.217 -0.160
H -0.9426 -1.2186 -2.4241 -0.100 -0.461 -0.192
H 0.4849 -0.6378 -3.2335 -0.048 0.041 -0.308
C -1.2069 1.5992 5.7302 -1.205 -0.948 -0.008
C -0.9155 0.1089 5.5916 -0.221 -0.254 0.786
N -1.8471 -0.8562 6.2982 0.688 2.164 -0.388
C -1.2780 -2.1451 6.0183 -0.497 -1.706 1.131
C -1.9187 -3.2207 6.9312 -0.025 -0.260 -0.480
C -3.2957 -0.7437 5.9534 1.315 -0.263 -0.907
C -3.5663 -0.9316 4.4244 -0.043 -0.314 0.957
H -2.1984 1.7506 5.3033 -0.147 0.408 -0.121
H -0.5054 2.2168 5.1693 0.141 -0.082 0.301
H -1.2959 1.8497 6.7873 0.325 0.306 -0.037
H -0.8122 -0.1667 4.5421 -0.010 -0.008 -0.313
H 0.0536 -0.0786 6.0538 0.079 -0.105 -0.069
H -1.3627 -2.3995 4.9618 -0.109 -0.340 -0.262
H -0.2093 -2.2183 6.2202 0.076 0.764 0.074
H -2.8589 -3.5596 6.4963 -0.130 -0.129 0.215
H -1.2856 -4.0962 7.0751 0.133 -0.075 -0.472
H -2.0901 -2.8868 7.9546 -0.131 0.511 -0.146
H -3.6977 0.2140 6.2842 0.317 0.181 -0.018
H -3.7989 -1.4811 6.5788 -0.152 -0.145 -0.308
H -4.6165 -0.7097 4.2346 0.057 0.038 -0.305
H -3.3489 -1.9476 4.0948 -0.236 -0.164 0.144
H -2.9014 -0.3275 3.8071 -0.183 0.392 0.112
C 0.6689 -4.4282 -1.2784 0.362 -0.318 -0.162
C 1.9884 -5.0212 -1.8211 -0.183 0.192 -0.104
N 2.9739 -3.9963 -2.0839 0.881 1.807 0.312
C 4.2554 -4.4444 -2.6137 0.186 -1.089 1.080
C 5.0508 -5.2104 -1.5351 0.185 0.083 -0.572
C 2.5496 -2.7992 -2.8081 -0.695 0.296 -0.649
C 2.0699 -2.9906 -4.2393 0.880 -0.381 -0.664
H 0.0106 -5.2371 -0.9614 -0.126 0.024 -0.223
H 0.1525 -3.7524 -1.9601 -0.058 -0.290 -0.287
H 0.8315 -3.8315 -0.3808 0.249 -0.054 0.206
H 2.3636 -5.7237 -1.0769 0.200 0.181 0.225
H 1.9591 -5.6200 -2.7314 -1.006 -0.313 -0.328
H 4.1298 -5.0894 -3.4833 -0.114 -0.240 -0.297
H 4.8704 -3.6095 -2.9494 -0.269 0.223 0.123
H 4.5930 -6.1534 -1.2361 -0.190 0.154 0.060
H 6.0312 -5.4757 -1.9306 0.098 0.022 -0.040
H 5.2156 -4.5790 -0.6621 -0.116 -0.059 0.076
H 3.4001 -2.1191 -2.8546 0.113 0.019 0.233
H 1.7464 -2.2308 -2.3392 0.083 -0.268 0.786
H 1.8753 -2.0285 -4.7133 -0.642 0.039 0.191
H 1.2528 -3.7057 -4.3344 -0.269 0.302 0.032
H 2.8742 -3.3703 -4.8693 0.199 -0.364 0.014
```
Forces are in eV/Å.

Values from the calculation:
Frontier orbital gap (eV): 6.35
HOMO (Ha): -0.2158
Charge: 0
Multiplicity: 1
E_tot (eV): -65026.494
Lowest unoccupied orbital energy (eV): 0.478
Energy relative to the best compared isomer or geometry (same formula, charge and spin) (eV): 0.000
M (g mol⁻¹): 804.5